ORCA calculation (ωB97M-V/def2-TZVPD) on a 10-piece molecular cluster, C12H44N6O10 overall.

Element x y z (Å)
1 O -4.181 24.304 20.645
2 O -12.111 22.407 21.102
3 O -9.011 25.116 15.882
4 O -6.412 22.465 20.648
5 O -7.167 20.197 19.603
6 O -6.049 21.627 23.197
7 O -5.883 26.252 18.190
8 O -2.124 20.901 21.010
9 O -7.952 20.849 16.397
10 O -4.976 21.985 15.939
11 N -10.590 20.584 21.476
12 N -6.317 24.977 16.244
13 N -8.905 18.748 20.363
14 N -11.056 21.211 19.483
15 N -9.086 19.363 18.340
16 N -5.301 24.003 17.844
17 C -4.091 19.688 21.193
18 C -7.606 23.153 20.443
19 C -3.287 24.631 21.709
20 C -7.439 24.555 21.084
21 C -11.156 21.482 20.764
22 C -7.429 21.594 23.281
23 C -4.833 21.068 17.053
24 C -5.888 25.063 17.478
25 C -9.286 25.823 17.031
26 C -3.516 21.074 20.875
27 C -8.346 19.405 19.400
28 C -8.188 22.168 16.858
29 H -8.468 24.923 21.266
30 H -6.535 21.591 20.204
31 H -5.879 24.359 15.622
32 H -6.854 24.598 21.996
33 H -7.869 20.766 15.432
34 H -4.823 21.452 15.165
35 H -3.830 24.459 22.669
36 H -8.695 19.796 17.497
37 H -7.755 20.916 24.040
38 H -9.575 18.024 20.165
39 H -8.043 24.837 15.883
40 H -3.832 21.726 21.748
41 H -3.855 21.576 19.931
42 H -3.909 18.950 20.413
43 H -10.770 20.553 22.447
44 H -6.398 25.901 15.844
45 H -3.869 20.585 17.039
46 H -7.679 23.341 19.337
47 H -5.126 19.830 21.470
48 H -11.390 21.933 18.889
49 H -9.532 25.213 17.916
50 H -8.190 18.620 21.123
51 H -4.747 24.019 18.646
52 H -8.880 22.044 17.673
53 H -10.346 20.564 18.988
54 H -8.535 26.477 17.171
55 H -8.795 22.644 16.048
56 H -5.109 21.463 17.995
57 H -8.422 22.492 20.687
58 H -3.591 19.317 22.079
59 H -5.904 21.958 22.328
60 H -7.442 22.884 17.201
61 H -6.850 25.203 20.398
62 H -2.926 25.629 21.618
63 H -5.284 23.126 17.276
64 H -5.046 23.935 20.951
65 H -7.890 21.114 22.514
66 H -5.419 20.153 16.884
67 H -9.766 18.578 18.157
68 H -10.161 26.361 16.844
69 H -9.908 19.897 21.135
70 H -7.923 22.539 23.469
71 H -2.381 24.011 21.711
72 H -1.833 21.214 21.888

Calculated values
SMILES	NC(N)=O.NC(N)=O.NC(N)=O.CCO.CCO.CO.CO.CO.CO.CO
E_tot	-42568.1173	eV
relative energy (zero: lowest compared OMol25 entry of this formula, charge and spin)	186.6	kcal/mol
Kohn-Sham gap	0.3115	Eh
highest occupied orbital energy	-0.33202	Eh
net charge	0
maximum force	0.179	hartree/bohr



ORCA calculation (ωB97M-V/def2-TZVPD) on a 10-piece molecular cluster, C12H44N8O10 overall.

Element x y z (Å)
1 O -1.746 1.471 -0.695
2 O -3.973 -3.596 -1.172
3 O 4.876 -0.746 -2.910
4 O -7.689 -0.760 -3.049
5 O 4.195 3.372 -1.192
6 O 1.581 -3.236 4.494
7 O -7.816 0.614 1.099
8 O 3.200 -3.226 0.200
9 O -0.256 1.530 -6.386
10 O 2.858 4.520 5.089
11 N -7.691 -0.056 -5.167
12 N -0.207 0.019 -1.118
13 N 0.620 -3.993 6.397
14 N -5.999 0.343 -4.038
15 N 1.267 2.898 -7.342
16 N 1.031 -5.341 4.808
17 N -0.703 0.270 0.958
18 N 0.726 3.217 -5.286
19 C 3.358 2.209 5.373
20 C -3.777 -4.867 -1.740
21 C 4.626 -1.174 -4.240
22 C 0.534 2.473 -6.338
23 C 2.747 -4.565 -0.130
24 C -6.993 1.649 1.149
25 C 3.307 3.972 7.336
26 C 4.996 4.076 -0.330
27 C -7.163 -0.241 -4.008
28 C 2.667 3.495 6.014
29 C -0.955 0.628 -0.274
30 C 1.129 -4.099 5.195
31 H 3.393 -5.283 0.376
32 H 4.405 -2.239 -4.169
33 H 5.552 -1.011 -4.793
34 H -4.683 -5.461 -1.617
35 H -3.095 -5.359 -1.046
36 H 0.998 2.548 -8.250
37 H -1.194 0.789 1.672
38 H 3.232 5.052 7.462
39 H 3.767 -0.693 -4.706
40 H -0.590 0.014 -2.053
41 H 3.109 1.347 5.992
42 H 2.224 4.379 4.382
43 H 5.292 3.407 0.479
44 H 4.368 3.731 7.266
45 H 4.445 2.274 5.312
46 H 1.314 4.025 -5.432
47 H -7.830 0.221 0.223
48 H 1.717 -4.724 0.189
49 H 0.097 -0.309 1.172
50 H 2.859 1.929 4.446
51 H -7.080 2.133 0.177
52 H 0.228 2.997 -4.436
53 H -8.601 -0.460 -5.335
54 H -5.510 0.547 -3.178
55 H 0.419 -3.053 6.709
56 H -3.393 -4.731 -2.751
57 H 0.398 -4.717 7.065
58 H 4.522 -1.419 -2.324
59 H 0.412 -5.841 5.429
60 H -5.592 0.657 -4.907
61 H 1.608 3.281 6.161
62 H -3.251 -3.018 -1.430
63 H 2.085 3.432 -7.083
64 H 4.493 2.482 -1.391
65 H 4.538 5.015 -0.019
66 H 2.834 3.411 8.142
67 H 5.877 4.259 -0.945
68 H 3.126 -3.206 1.157
69 H 1.458 -5.740 3.985
70 H -7.104 0.088 -5.977
71 H -7.120 2.197 2.083
72 H 2.795 -4.790 -1.195
73 H 0.685 -0.381 -0.866
74 H -5.955 1.367 1.325

Calculated values
SMILES	NC(N)=O.NC(N)=O.NC(N)=O.NC(N)=O.CC(C)O.CO.CO.CO.CO.CO
E_tot	-45551.0422	eV
relative energy (zero: lowest compared OMol25 entry of this formula, charge and spin)	45.0	kcal/mol
Kohn-Sham gap	0.3449	Eh
highest occupied orbital energy	-0.34139	Eh
net charge	0
maximum force	0.125	hartree/bohr



ORCA calculation (ωB97M-V/def2-TZVPD) on a 10-piece molecular cluster, C12H44O16 overall.

Element x y z (Å)
1 O 56.822 -2.461 5.061
2 O 54.198 -2.607 6.724
3 O 55.331 -6.916 8.666
4 O 57.867 -5.906 12.381
5 O 47.929 -1.412 9.874
6 O 51.794 -5.043 12.583
7 O 56.169 -3.984 11.002
8 O 53.401 0.721 8.561
9 O 51.181 -4.050 8.674
10 O 54.350 -0.883 12.203
11 O 55.799 -0.645 8.460
12 O 53.792 -2.584 9.830
13 O 55.907 1.805 10.165
14 O 54.611 -1.402 15.086
15 O 53.339 -5.574 10.212
16 O 50.833 -1.814 10.415
17 C 53.242 -1.038 13.043
18 C 48.466 -2.383 10.735
19 C 53.765 2.043 8.779
20 C 54.403 -7.608 9.469
21 C 54.553 2.235 10.085
22 C 53.648 -0.573 14.485
23 C 56.528 -5.771 12.644
24 C 56.167 -4.337 12.413
25 C 53.092 -6.835 9.516
26 C 54.929 -3.661 6.131
27 C 49.819 -1.842 11.411
28 C 56.449 -3.346 6.066
29 H 52.930 2.713 8.983
30 H 54.137 1.693 10.935
31 H 50.774 -3.386 8.118
32 H 55.431 -7.314 7.798
33 H 52.672 -6.659 8.525
34 H 55.850 -6.375 12.041
35 H 50.711 -2.574 9.842
36 H 54.234 -1.414 11.411
37 H 54.752 -7.739 10.493
38 H 54.282 -8.624 9.093
39 H 52.188 -5.759 13.082
40 H 54.235 -5.269 10.050
41 H 55.482 -1.238 14.716
42 H 56.812 -3.612 12.910
43 H 57.056 -4.224 5.849
44 H 55.506 -3.338 10.747
45 H 57.752 -2.237 5.132
46 H 54.298 2.602 8.010
47 H 52.854 -2.048 12.912
48 H 56.429 2.314 10.790
49 H 53.555 -1.992 9.116
50 H 56.536 -1.252 8.531
51 H 54.883 -4.598 6.687
52 H 49.809 -0.828 11.809
53 H 55.983 0.032 9.112
54 H 54.201 0.191 8.531
55 H 48.707 -3.300 10.197
56 H 54.524 -3.798 5.129
57 H 52.375 -4.925 11.832
58 H 54.868 -1.957 6.947
59 H 52.099 -4.059 8.405
60 H 53.977 0.465 14.545
61 H 52.959 -2.958 10.117
62 H 56.774 -2.976 7.039
63 H 47.762 -2.607 11.537
64 H 54.488 3.296 10.326
65 H 50.246 -2.529 12.141
66 H 52.294 -7.387 10.012
67 H 52.385 -0.468 12.683
68 H 52.813 -0.581 15.185
69 H 48.230 -1.603 8.983
70 H 55.137 -4.134 12.707
71 H 57.992 -5.517 11.512
72 H 56.469 -6.133 13.671

Calculated values
E_tot	-45904.3470	eV
multiplicity	2
Kohn-Sham gap (spin up / spin down)	0.3209 / 0.0948	Eh
highest occupied orbital energy (spin up / spin down)	-0.44093 / -0.44092	Eh
net charge	+1
maximum force	0.060	hartree/bohr



ORCA calculation (ωB97M-V/def2-TZVPD) on a 11-piece molecular cluster, C12H46N10O11 overall.

Element x y z (Å)
1 O 0.267 -1.382 4.695
2 O -2.771 -1.939 -2.409
3 O -2.492 2.178 -2.399
4 O -0.640 -1.034 -0.177
5 O 1.226 -4.386 1.358
6 O 3.327 0.736 1.314
7 O 1.115 1.176 -2.680
8 O 3.600 -1.206 -0.561
9 O -2.417 -1.765 3.155
10 O -1.708 3.126 2.970
11 O 2.550 2.969 -1.066
12 N 0.910 4.513 -0.362
13 N -3.488 1.689 2.731
14 N 2.044 -1.373 -2.341
15 N 0.283 -3.627 -0.638
16 N 2.829 -3.286 -1.480
17 N 1.298 2.927 1.032
18 N -1.791 0.820 3.723
19 N -1.015 -4.836 0.761
20 N -1.306 -0.267 -2.704
21 N -1.958 -1.419 -4.484
22 C 4.335 1.724 1.342
23 C -2.146 2.790 -0.149
24 C 0.333 -0.253 0.424
25 C 2.913 -1.989 -1.505
26 C -2.037 -1.131 -3.246
27 C -1.720 2.950 -1.583
28 C 1.124 -1.642 3.654
29 C -2.272 1.859 3.098
30 C -3.017 -1.567 1.851
31 C 1.033 1.469 -4.004
32 C 1.583 3.405 -0.169
33 C 0.129 -4.263 0.492
34 H 1.345 -1.881 -2.989
35 H 1.300 -3.292 -0.752
36 H -2.833 -2.430 1.213
37 H -2.126 -0.129 3.432
38 H -0.288 -1.949 -0.205
39 H 4.231 2.504 0.582
40 H 0.627 0.614 -4.575
41 H 2.066 -2.021 4.065
42 H 0.427 2.280 -4.191
43 H 1.827 -0.387 -2.189
44 H 1.493 1.947 -2.230
45 H 0.421 0.602 -0.240
46 H 3.537 0.027 0.726
47 H -4.131 -1.464 1.809
48 H 0.137 4.813 0.256
49 H -2.037 -2.645 3.207
50 H -0.575 0.165 -3.162
51 H -0.729 2.536 -1.747
52 H -1.812 -4.482 0.208
53 H -2.094 1.267 -2.346
54 H 4.430 2.256 2.265
55 H 0.132 0.045 1.438
56 H 1.118 5.024 -1.226
57 H 1.269 -0.942 0.396
58 H -3.741 2.359 1.993
59 H 5.234 1.101 1.234
60 H 1.927 2.152 1.226
61 H -1.295 3.152 0.487
62 H 0.676 -2.340 2.931
63 H -2.618 -2.132 -4.846
64 H -1.168 -0.406 -1.646
65 H -3.035 3.287 0.203
66 H 0.677 3.419 1.729
67 H 3.479 -3.745 -0.806
68 H -2.266 1.765 0.161
69 H -0.244 -3.522 -1.554
70 H 0.739 -0.695 5.220
71 H -0.791 0.800 4.051
72 H -2.668 -0.657 1.264
73 H 1.338 -0.680 3.170
74 H 2.003 1.672 -4.331
75 H -1.656 -0.690 -5.089
76 H -3.939 0.809 2.650
77 H -1.746 3.980 -1.941
78 H -1.240 -5.124 1.741
79 H 2.481 -3.924 -2.232

Calculated values
SMILES	NC(N)=O.NC(N)=O.NC(N)=O.NC(N)=O.NC(N)=O.CCO.CO.CO.CO.CO.CO
E_tot	-50610.1414	eV
relative energy (zero: lowest compared OMol25 entry of this formula, charge and spin)	166.8	kcal/mol
Kohn-Sham gap	0.3307	Eh
highest occupied orbital energy	-0.33382	Eh
net charge	0
maximum force	0.219	hartree/bohr



ORCA calculation (ωB97M-V/def2-TZVPD) on C12H46O11 as an isolated structure.

Element x y z (Å)
1 O -3.215 -10.613 5.644
2 O -1.540 -11.735 10.472
3 O -0.525 -13.605 11.548
4 O 2.161 -11.545 10.244
5 O -0.568 -13.734 8.354
6 O 0.268 -11.116 11.155
7 O -0.182 -9.704 9.552
8 O 1.334 -13.552 10.384
9 O 0.352 -11.784 8.865
10 O 0.589 -12.326 7.094
11 O 2.764 -13.031 6.701
12 C 2.834 -13.291 8.112
13 C -1.067 -9.565 5.805
14 C -3.860 -12.297 10.620
15 C -2.709 -11.750 9.700
16 C 1.896 -14.513 8.361
17 C 1.923 -10.979 5.641
18 C 0.761 -13.110 4.881
19 C 4.308 -13.292 8.609
20 C -1.709 -11.419 7.324
21 C -2.205 -10.201 6.605
22 C 0.665 -11.894 5.709
23 C -3.003 -10.344 9.262
24 H 2.017 -9.923 5.896
25 H 1.934 -13.948 11.016
26 H 1.830 -14.776 9.417
27 H 0.130 -12.247 9.672
28 H 4.524 -13.095 9.659
29 H 0.894 -14.279 8.001
30 H -2.360 -10.111 8.413
31 H 0.717 -11.600 7.710
32 H -0.843 -10.291 5.023
33 H 2.306 -12.515 8.667
34 H 0.858 -12.786 3.844
35 H 1.887 -11.344 9.349
36 H -4.785 -12.549 10.102
37 H -0.893 -12.833 11.118
38 H 0.009 -10.140 10.383
39 H 1.597 -12.633 10.347
40 H 0.271 -13.798 11.053
41 H 2.785 -11.389 6.168
42 H 0.070 -12.373 8.165
43 H -0.160 -11.251 5.401
44 H -1.092 -12.021 6.658
45 H 4.832 -12.429 8.198
46 H 0.160 -10.565 11.930
47 H -0.020 -13.848 5.065
48 H 3.098 -11.350 10.258
49 H -0.505 -10.404 8.983
50 H -2.435 -12.293 8.795
51 H -3.953 -10.137 8.769
52 H -2.934 -11.457 5.282
53 H 1.838 -12.920 6.472
54 H -2.422 -12.181 7.640
55 H 1.711 -13.580 5.134
56 H -4.160 -11.542 11.348
57 H 2.100 -11.083 4.571
58 H -1.373 -8.602 5.397
59 H -2.675 -9.628 7.404
60 H -0.830 -13.796 9.273
61 H -0.208 -9.285 6.415
62 H -2.809 -9.714 10.129
63 H 2.274 -15.379 7.818
64 H 4.758 -14.216 8.247
65 H 1.209 -11.283 11.108
66 H -3.573 -13.249 11.067
67 H -1.105 -11.346 8.228
68 H -1.397 -10.906 10.934
69 H -1.358 -13.961 7.864

Calculated values
E_tot	-35689.8876	eV
relative energy (zero: lowest compared OMol25 entry of this formula, charge and spin)	542.9	kcal/mol
Kohn-Sham gap	0.3263	Eh
highest occupied orbital energy	-0.32749	Eh
net charge	0
maximum force	0.218	hartree/bohr



ORCA calculation (ωB97M-V/def2-TZVPD) on a 12-piece molecular cluster, C12H48N24O12 overall.

Element x y z (Å)
1 O -2.850 -0.851 1.227
2 O -4.305 0.228 -4.035
3 O 3.614 -0.038 1.952
4 O -1.896 4.723 -0.569
5 O -0.753 2.319 3.449
6 O -1.276 -1.510 -2.956
7 O 0.025 -5.414 1.487
8 O 2.192 3.864 4.181
9 O 2.294 -2.284 -3.499
10 O 1.488 0.143 -0.443
11 O -5.051 -4.033 -0.739
12 O 5.870 1.450 -2.280
13 N -2.647 -2.123 3.118
14 N 5.033 3.600 -2.455
15 N -0.143 3.610 5.221
16 N -0.278 -2.166 -4.915
17 N 4.531 -2.099 2.234
18 N -3.395 -4.302 -2.302
19 N 1.987 2.086 2.834
20 N -2.341 3.014 4.932
21 N -0.678 -3.579 0.367
22 N -2.487 -1.592 -4.870
23 N -2.083 3.397 1.230
24 N 0.360 0.042 1.538
25 N 4.178 2.210 -0.930
26 N -4.607 -0.998 2.693
27 N -0.139 3.352 -0.003
28 N 1.026 -3.412 1.893
29 N -3.066 0.892 -2.237
30 N -0.595 -0.733 -0.380
31 N -4.921 2.072 -2.820
32 N -3.731 -2.295 -1.219
33 N 3.303 -0.301 -2.980
34 N 3.842 -1.357 -4.894
35 N 3.027 -1.836 0.614
36 N 4.063 2.670 3.542
37 C 0.467 -0.146 0.203
38 C 3.036 -1.351 -3.795
39 C -1.342 3.921 0.182
40 C 0.125 -4.218 1.239
41 C 3.772 -1.195 1.556
42 C -3.334 -1.311 2.252
43 C 2.740 2.891 3.635
44 C -1.343 -1.749 -4.167
45 C -4.141 0.972 -3.066
46 C -1.060 2.935 4.479
47 C -4.155 -3.569 -1.436
48 C 5.150 2.349 -1.882
49 H -0.470 -1.062 -1.330
50 H -1.482 -0.831 0.115
51 H 3.557 2.983 -0.781
52 H -3.293 -1.205 -4.367
53 H -2.275 0.379 -2.595
54 H 3.062 -2.834 0.629
55 H 4.268 -0.478 -5.130
56 H -4.649 -1.400 3.613
57 H 2.562 1.336 2.458
58 H 1.142 0.461 2.044
59 H 4.305 4.201 -2.122
60 H -1.605 2.859 1.962
61 H -4.103 -1.693 -0.511
62 H 0.981 2.098 2.917
63 H -0.676 -2.590 0.177
64 H 4.686 3.013 4.253
65 H -0.553 4.267 5.860
66 H -5.421 -1.010 2.103
67 H -5.679 2.420 -3.372
68 H 4.448 1.878 3.049
69 H 5.185 -1.773 2.926
70 H -2.468 -1.797 -5.849
71 H 0.667 -2.075 -4.566
72 H -2.660 4.141 1.596
73 H 1.223 -3.848 2.782
74 H 2.674 -0.164 -2.208
75 H -2.593 -3.877 -2.733
76 H 0.884 -2.419 1.805
77 H -3.440 -5.285 -2.099
78 H -3.154 -2.412 3.931
79 H -0.563 0.224 1.905
80 H 4.629 -3.068 1.999
81 H 0.716 3.815 4.702
82 H 4.102 0.310 -3.039
83 H -2.657 3.710 5.578
84 H 2.427 -1.292 0.007
85 H -2.944 2.307 4.542
86 H -0.442 -2.116 -5.903
87 H -2.963 1.421 -1.385
88 H -1.773 -2.541 2.854
89 H 3.934 1.378 -0.419
90 H -4.910 2.189 -1.818
91 H -1.427 -4.083 -0.074
92 H 0.122 2.490 0.438
93 H 0.410 3.755 -0.742
94 H 4.025 -2.134 -5.499
95 H 5.667 3.951 -3.147
96 H -2.981 -1.872 -1.743

Calculated values
SMILES	NC(N)=O.NC(N)=O.NC(N)=O.NC(N)=O.NC(N)=O.NC(N)=O.NC(N)=O.NC(N)=O.NC(N)=O.NC(N)=O.NC(N)=O.NC(N)=O
E_tot	-73568.4737	eV
relative energy (zero: lowest compared OMol25 entry of this formula, charge and spin)	43.6	kcal/mol
Kohn-Sham gap	0.3487	Eh
highest occupied orbital energy	-0.34338	Eh
net charge	0
maximum force	0.055	hartree/bohr